48
Properties=species:S:1:pos:R:3 method="wB97M-V/def2-TZVPD" orbital_gap_ev=9.3 homo_energy_ev=-11.24 charge=0 relative_energy_kj_mol=195.8 largest_force_ev_per_a=6.6
Zr 23.35794 -20.02216 16.70622
C 23.98817 -16.01812 18.71652
F 23.75748 -15.25156 19.76901
F 24.10594 -15.24906 17.56603
F 25.03977 -16.79404 18.82588
S 22.37831 -17.17643 18.37987
O 21.50902 -16.71515 19.45073
O 21.92056 -16.87056 17.01864
N 22.90558 -18.95148 18.39473
S 22.99658 -19.21113 20.02615
O 23.99188 -20.28252 20.31641
O 23.21974 -18.12248 21.03833
C 21.20204 -19.94658 20.40878
F 20.56494 -19.37840 21.49090
F 20.52620 -19.99877 19.22886
F 21.46782 -21.19815 20.77283
C 23.25966 -24.04864 15.12544
F 22.48091 -24.49736 16.12266
F 24.46797 -23.70585 15.60582
F 23.27096 -24.91733 14.10635
S 22.42766 -22.44758 14.38455
O 22.17217 -22.69134 12.95656
O 21.19586 -22.29750 15.20198
N 23.49787 -21.07951 14.89506
S 24.44209 -20.98541 13.51018
O 25.63725 -20.22181 13.81309
O 24.78923 -22.22423 12.82911
C 23.39956 -19.88794 12.30828
F 22.69548 -20.67567 11.49535
F 22.64231 -19.14366 13.04014
F 24.20237 -19.16455 11.48955
C 23.29009 -23.48986 19.06436
C 23.34602 -22.31699 18.16903
O 22.36738 -21.71973 17.73180
O 24.37851 -21.75821 17.74347
H 22.48211 -23.26252 19.75978
H 24.11391 -23.72164 19.73942
H 23.03435 -24.39704 18.51689
C 26.33201 -17.18407 15.78306
C 25.23888 -18.18286 16.09022
O 24.06893 -18.14689 15.66822
O 25.47748 -19.16548 16.81616
H 25.83161 -16.38695 15.23323
H 27.06788 -17.64336 15.12302
H 26.88525 -16.85395 16.66229
O 21.36040 -19.40424 16.15205
H 20.53792 -19.89362 16.16848
H 21.16017 -18.61524 15.64843

***

90
Properties=species:S:1:pos:R:3 method="wB97M-V/def2-TZVPD" orbital_gap_ev="5.6 / 4.9" homo_energy_ev="-10.11 / -9.85" charge=+1 relative_energy_kj_mol=312.8 largest_force_ev_per_a=2.0 multiplicity=3
Mo -0.86682 -0.95001 1.03854
C -1.12369 -3.24949 -0.78128
N -0.08709 -4.06102 -0.32305
C 1.32022 -3.87029 -0.68019
C 1.64414 -2.94666 -1.84838
N 1.71419 -1.51708 -1.56594
C 0.58733 -0.67612 -1.67361
C 2.78545 -1.01399 -0.76663
C 3.95023 -0.58899 -1.39685
C 5.00249 -0.05396 -0.66701
C 4.89098 0.07073 0.71112
C 3.74112 -0.35989 1.35559
C 2.67954 -0.89846 0.62635
S 1.31342 -1.52746 1.57958
C -0.29824 -4.83778 0.84813
C 0.21160 -6.14334 0.84590
C 0.01564 -6.99780 1.90652
C -0.72258 -6.56720 3.00765
C -1.21396 -5.28324 3.03512
C -0.99453 -4.37787 1.97819
S -1.67437 -2.77933 2.33214
H -2.08715 -3.72334 -0.60786
H -1.02397 -2.96198 -1.82484
H -1.27097 -2.25096 -0.24093
H 1.75063 -4.84891 -0.89452
H 1.85339 -3.49110 0.19831
H 0.96220 -3.09967 -2.68828
H 2.63418 -3.24996 -2.18924
H -0.10199 -0.97789 -2.45873
H 0.88043 0.36501 -1.82238
H -0.05185 -0.61268 -0.74513
H 4.01157 -0.67874 -2.47554
H 5.90692 0.26226 -1.17220
H 5.70572 0.48947 1.28974
H 3.66091 -0.29851 2.43639
H 0.74330 -6.49314 -0.03147
H 0.41739 -8.00219 1.87074
H -0.90676 -7.23310 3.84192
H -1.77153 -4.93400 3.89620
C 1.16353 2.33635 5.30504
C -0.16461 2.04703 5.59204
C -0.96528 1.41784 4.65469
C -0.43871 1.05010 3.41881
C 0.88682 1.33530 3.13347
C 1.68280 1.97727 4.07133
N -1.32344 0.44007 2.43119
N -2.53370 0.94473 2.54019
C -3.41342 0.39755 1.67302
C -4.76758 0.76609 1.73059
C -5.66496 0.10892 0.93985
C -5.20671 -0.91405 0.09079
C -3.87588 -1.19290 0.04581
N -2.95859 -0.53753 0.80430
H 1.78384 2.84331 6.03328
H -0.58321 2.31214 6.55505
H -2.00023 1.20257 4.87084
H 1.29743 1.09091 2.16851
H 2.71518 2.20159 3.82828
H -5.05168 1.54306 2.42638
H -6.71703 0.36222 0.97275
H -5.88697 -1.47505 -0.53385
H -3.50367 -1.95354 -0.62323
O 3.98202 6.98480 0.16803
C 3.19933 6.62032 -0.86491
O 3.28245 7.17737 -1.91769
C 2.23257 5.48511 -0.64006
C 1.14125 5.40603 -1.50498
C 0.23639 4.37567 -1.38346
C 0.41468 3.37396 -0.40077
S -0.73205 2.10407 -0.30281
C 1.52674 3.45791 0.45685
C 2.41535 4.50918 0.33959
H 3.74168 6.51989 0.97839
H 1.02388 6.17009 -2.26294
H -0.61652 4.31432 -2.04641
H 1.67836 2.70411 1.21831
H 3.27134 4.53454 1.00429
C -1.37981 -0.15950 -5.50708
N -1.81248 1.08197 -4.88478
C -1.77676 2.33559 -5.49448
C -2.27418 3.22053 -4.61889
N -2.61044 2.49544 -3.48353
C -2.33067 1.18030 -3.63334
S -2.61886 -0.02562 -2.48823
H -1.71040 -0.18001 -6.54298
H -1.83262 -0.98410 -4.96546
H -0.29516 -0.25169 -5.47170
H -1.39851 2.47530 -6.49344
H -2.43472 4.28094 -4.70732
H -2.98427 2.85822 -2.62341

***

107
Properties=species:S:1:pos:R:3 method="wB97M-V/def2-TZVPD" orbital_gap_ev=5.6 homo_energy_ev=-7.00 charge=0 relative_energy_kj_mol=0.0 largest_force_ev_per_a=0.8
Ca -1.36995 -1.31719 -0.55167
I 2.75359 -7.11427 6.42141
C 1.96210 -5.83029 4.98823
C 2.75146 -4.82550 4.44872
C 2.21776 -3.97898 3.48866
C 0.90307 -4.12720 3.05340
C 0.12353 -5.13428 3.61685
C 0.64618 -5.98647 4.57745
C 0.33105 -3.21889 2.01404
C -0.70021 -2.34403 2.46542
C -1.18045 -2.20791 3.83190
C -2.10200 -1.21161 3.83643
C -2.20741 -0.71104 2.47436
C -3.00411 0.38033 2.05054
C -3.90622 0.95572 3.09398
C -4.98900 0.22735 3.57692
C -5.83289 0.75892 4.54077
C -5.59251 2.03396 5.03165
I -6.85019 2.83808 6.47938
C -4.51631 2.77485 4.56435
C -3.68122 2.23292 3.59848
C -3.07589 1.01672 0.77690
N -2.33908 0.66518 -0.29524
C -2.70292 1.37561 -1.38440
C -2.18786 1.18987 -2.70476
C -2.81607 2.06141 -3.74594
C -2.42209 3.39159 -3.86658
C -2.99470 4.22119 -4.81908
C -3.97433 3.71882 -5.66455
I -4.83893 4.95501 -7.09504
C -4.37768 2.39620 -5.55969
C -3.79744 1.57660 -4.60174
C -1.18764 0.30735 -3.17880
C -0.76204 0.12856 -4.56075
C 0.19522 -0.83195 -4.56882
C 0.38137 -1.26404 -3.19029
N -0.43976 -0.53255 -2.41792
C 1.23544 -2.30417 -2.72045
C 1.32900 -2.87110 -1.42691
C 2.29950 -3.85594 -0.98056
C 2.04006 -4.12703 0.32381
C 0.90942 -3.30434 0.72714
N 0.51267 -2.59639 -0.36780
C 2.17330 -2.86670 -3.73970
C 2.04871 -4.17419 -4.19691
C 2.92440 -4.69149 -5.13986
C 3.94257 -3.89127 -5.63701
I 5.26306 -4.65898 -7.04759
C 4.08244 -2.58196 -5.19870
C 3.19825 -2.07776 -4.25656
C -3.73782 2.30552 -0.96560
C -3.96546 2.08620 0.36074
N -1.35582 -1.44510 1.70426
H 3.77427 -4.69899 4.77723
H 2.83124 -3.18970 3.07140
H -0.89319 -5.27487 3.27267
H 0.03147 -6.77351 4.99472
H -0.84027 -2.77832 4.68160
H -2.63943 -0.82950 4.69027
H -5.16800 -0.77280 3.19792
H -6.67143 0.18179 4.90715
H -4.32536 3.76746 4.95038
H -2.83840 2.80705 3.23239
H -1.65579 3.78102 -3.20694
H -2.67530 5.25159 -4.90048
H -5.14011 2.00389 -6.21939
H -4.11172 0.54237 -4.52147
H -1.15074 0.66349 -5.41340
H 0.71754 -1.21712 -5.43089
H 3.08817 -4.28425 -1.57954
H 2.56499 -4.83061 0.94965
H 1.24526 -4.79339 -3.81437
H 2.81016 -5.70938 -5.48876
H 4.87628 -1.95816 -5.58679
H 3.30710 -1.05686 -3.91038
H -4.23078 3.02922 -1.59638
H -4.67519 2.60064 0.99025
C -5.18789 -1.03545 -0.90470
O -4.06924 -1.90924 -1.05608
C -4.09603 -3.07844 -0.36204
C -5.10356 -3.46981 0.50162
C -4.94752 -4.65043 1.21939
Br -6.31465 -5.15597 2.42188
C -3.82952 -5.44152 1.09221
C -2.82053 -5.06476 0.20075
C -2.96718 -3.88930 -0.51976
O -1.99015 -3.40783 -1.37485
C -1.60076 -5.88732 0.14215
N -1.15276 -6.56072 1.16374
C 0.02254 -7.14875 0.72190
C 0.94962 -7.92324 1.42145
C 2.06029 -8.36856 0.73625
C 2.25630 -8.06152 -0.62236
C 1.35343 -7.29115 -1.32619
C 0.24318 -6.83587 -0.62233
N -0.81400 -6.01868 -0.97647
H -6.09796 -1.52081 -1.26166
H -4.96318 -0.16197 -1.50851
H -5.30268 -0.73102 0.13779
H -5.98634 -2.86443 0.64189
H -3.70411 -6.34525 1.67038
H -1.09388 -3.51295 -0.97708
H 0.79624 -8.15213 2.46814
H 2.79931 -8.96939 1.25051
H 3.13966 -8.43596 -1.12384
H 1.51908 -7.03955 -2.36600
H -1.02402 -5.64342 -1.88472